(one)
Below is a cluster of 13 separate species, C6H41N2O12 in total, with properties calculated with ωB97M-V/def2-TZVPD.

```
61
Properties=species:S:1:pos:R:3:lowdin_charge:R:1
N 1.41 -1.26 0.82 0.20
C 0.37 -1.25 -0.27 -0.30
C 0.92 -1.94 -1.51 -0.03
C -0.09 0.18 -0.61 -0.18
N -0.42 0.92 0.64 -0.05
C -1.35 2.06 0.36 -0.23
C -0.80 3.12 -0.58 -0.25
C 0.40 3.85 0.01 -0.11
H 2.16 -0.54 0.66 0.12
H 1.86 -2.18 0.89 0.17
H 1.00 -1.05 1.74 0.08
H -0.51 -1.84 0.14 0.12
H 1.12 -2.99 -1.42 0.08
H 0.22 -1.93 -2.38 0.10
H 1.89 -1.48 -1.82 0.09
H -0.93 0.13 -1.20 0.06
H 0.67 0.69 -1.20 0.08
H 0.45 1.30 1.09 0.09
H -2.28 1.64 -0.04 0.11
H -1.58 2.51 1.37 0.13
H -1.62 3.89 -0.84 0.14
H -0.54 2.62 -1.63 0.13
H 0.18 4.29 0.98 0.08
H 1.25 3.21 0.15 0.03
H 0.77 4.62 -0.70 0.09
H 2.02 0.42 4.14 0.11
H 0.64 0.47 3.40 -0.02
O 1.58 0.32 3.24 -0.07
H -0.51 -1.98 3.59 0.13
H -1.30 -1.50 2.26 0.05
O -0.50 -2.08 2.58 -0.13
H 2.39 0.78 -1.35 0.02
H 2.08 1.13 -2.85 0.00
O 2.81 1.01 -2.22 -0.07
H -2.61 -0.72 0.64 0.03
H -3.54 -0.92 1.87 0.10
O -2.62 -0.73 1.63 -0.07
H -0.29 0.59 -3.38 0.00
H 0.52 1.36 -4.50 0.10
O 0.49 1.17 -3.52 -0.09
H 4.44 3.36 -0.75 0.07
H 4.06 2.03 -1.38 0.02
O 4.39 2.42 -0.56 -0.04
H -0.38 -5.00 1.48 0.03
H -0.38 -3.49 1.73 0.03
O -0.33 -4.21 1.02 -0.05
H 3.37 1.64 0.48 0.05
H 2.57 1.25 1.81 0.02
O 2.58 1.13 0.87 -0.10
H -2.67 -2.11 -0.96 0.03
H -3.88 -1.12 -1.23 0.13
O -2.90 -1.15 -1.00 -0.08
H -1.99 -0.96 -3.96 0.08
H -2.04 -0.64 -2.53 -0.09
O -1.70 -0.37 -3.28 0.03
H -1.45 0.43 2.54 0.00
H -1.82 0.57 4.05 0.09
O -1.07 0.58 3.43 -0.08
H -2.70 -4.50 -0.96 0.01
H -1.56 -3.96 -0.15 0.01
O -2.23 -3.75 -0.83 -0.01
```

Summary:
- Lowest unoccupied orbital energy: -2.46 eV
- HOMO-LUMO gap: 9.37 eV
- Net charge: +1
- Highest occupied orbital energy: -11.828 eV
- M: 333.4 g/mol

(two)
Below is a cluster of 13 separate species, C6H41N2O12 in total, with properties calculated with ωB97M-V/def2-TZVPD.

```
61
Properties=species:S:1:pos:R:3:lowdin_charge:R:1
N -0.15 2.22 -1.18 0.19
C -1.03 1.06 -0.80 -0.26
C -0.16 -0.10 -0.27 -0.36
C 0.90 0.35 0.73 -0.05
C -1.06 -1.16 0.35 -0.06
C -2.12 1.55 0.17 -0.18
N -3.42 1.14 -0.37 -0.11
C -4.28 0.43 0.60 -0.12
H 0.14 2.72 -0.32 0.11
H -0.63 2.86 -1.81 0.16
H 0.79 1.89 -1.66 0.10
H -1.52 0.69 -1.74 0.15
H 0.32 -0.61 -1.15 0.14
H 1.33 -0.51 1.21 0.08
H 0.45 0.92 1.55 0.07
H 1.73 0.94 0.28 0.07
H -1.97 -1.37 -0.23 0.08
H -1.38 -0.94 1.38 0.09
H -0.57 -2.12 0.43 0.07
H -1.95 1.10 1.16 0.11
H -2.04 2.66 0.32 0.13
H -3.97 1.92 -0.72 0.11
H -3.84 -0.55 0.93 0.07
H -4.42 1.00 1.53 0.08
H -5.21 0.17 0.10 0.08
H 1.15 0.16 5.78 0.07
H 0.97 -0.82 4.61 0.00
O 0.94 0.12 4.83 -0.06
H -2.12 -2.28 -3.17 0.01
H -3.09 -1.14 -2.83 0.06
O -2.49 -1.45 -3.55 -0.08
H -1.05 -0.75 -4.35 0.00
H 0.04 0.32 -4.13 0.05
O -0.17 -0.47 -4.64 -0.05
H 3.83 3.23 0.35 0.08
H 2.25 3.31 0.55 0.01
O 2.97 3.08 -0.08 -0.07
H -1.12 -4.29 -3.29 0.07
H -0.12 -3.19 -2.97 0.00
O -0.98 -3.55 -2.68 -0.07
H 2.99 -1.62 -1.10 0.09
H 4.05 -1.12 -2.11 0.10
O 3.13 -1.00 -1.83 -0.03
H 1.49 -2.97 3.49 -0.01
H 0.70 -3.17 4.82 0.06
O 1.22 -2.56 4.31 -0.04
H 0.89 -1.74 -4.00 0.00
H 2.05 -1.88 -2.97 0.00
O 1.35 -2.38 -3.43 -0.07
H 0.71 4.57 1.71 0.09
H 0.70 3.17 2.36 0.04
O 0.81 3.63 1.47 -0.10
H 2.69 2.10 -1.51 0.04
H 2.55 0.67 -2.08 0.01
O 2.21 1.56 -2.20 -0.06
H 0.47 1.64 4.21 0.02
H -0.60 2.74 4.39 0.07
O 0.19 2.53 3.86 -0.07
H 2.30 -4.77 2.23 0.08
H 1.22 -4.07 1.44 0.07
O 1.95 -3.87 2.05 -0.05
```

Summary:
- Lowest unoccupied orbital energy: -2.35 eV
- HOMO-LUMO gap: 9.57 eV
- Net charge: +1
- Highest occupied orbital energy: -11.913 eV
- M: 333.4 g/mol

Stability summary - winner: (two); margin: 0.0146 hartree.

(one)
Below is the molecule CH3I2NO, with properties calculated with ωB97M-V/def2-TZVPD.

```
8
Properties=species:S:1:pos:R:3:lowdin_charge:R:1
C 1.38 -0.09 -0.29 -0.31
N -2.24 0.20 1.00 -1.25
O 0.80 1.12 -0.59 -0.69
I -1.22 1.34 -0.11 1.42
I -3.50 -1.23 0.33 0.58
H 2.16 -0.03 0.69 0.12
H 2.06 -0.47 -1.06 0.06
H 0.55 -0.85 0.03 0.06
```

Summary:
- Lowest unoccupied orbital energy: -1.66 eV
- HOMO-LUMO gap: 7.34 eV
- Highest occupied orbital energy: -9.007 eV
- M: 298.8 g/mol

(two)
Below is the molecule CH3I2NO, with properties calculated with ωB97M-V/def2-TZVPD.

```
8
Properties=species:S:1:pos:R:3:lowdin_charge:R:1
C 1.10 -0.68 0.24 -0.25
N -2.27 1.18 -0.70 -1.16
O -0.09 -0.30 -0.38 -0.77
I -2.14 -0.48 0.20 1.25
I -0.97 2.57 -0.04 0.68
H 1.81 -0.53 -0.63 0.10
H 1.06 -1.82 0.41 0.10
H 1.50 0.07 0.92 0.06
```

Summary:
- Lowest unoccupied orbital energy (spin up / spin down): -1.49 / -1.60 eV
- HOMO-LUMO gap (spin up / spin down): 7.20 / 6.64 eV
- Highest occupied orbital energy (spin up / spin down): -8.688 / -8.246 eV
- M: 298.8 g/mol

Stability summary - winner: (one); margin: 0.0116 hartree.

(one)
Below is the molecule C5H6Br2, with properties calculated with ωB97M-V/def2-TZVPD.

```
13
Properties=species:S:1:pos:R:3:lowdin_charge:R:1
C -0.11 -0.35 -0.38 -0.44
C -1.44 -0.61 -0.31 0.00
C 0.31 1.13 0.00 -0.25
C 0.86 -1.20 -0.97 -0.54
C 0.62 1.23 1.40 -0.52
Br 0.32 -2.47 -2.24 0.73
Br -0.59 0.69 2.80 0.66
H -1.83 -1.61 -0.51 0.04
H -2.26 0.09 0.05 0.08
H 1.21 1.24 -0.62 0.12
H -0.53 1.71 -0.15 0.08
H 1.82 -1.11 -0.62 0.03
H 1.61 1.26 1.55 0.00
```

Summary:
- Lowest unoccupied orbital energy (spin up / spin down): -0.11 / -0.67 eV
- HOMO-LUMO gap (spin up / spin down): 7.84 / 7.50 eV
- Highest occupied orbital energy (spin up / spin down): -7.955 / -8.174 eV
- M: 225.9 g/mol

(two)
Below is a cluster of 2 separate species, C5H6Br2 in total, with properties calculated with ωB97M-V/def2-TZVPD.

```
13
Properties=species:S:1:pos:R:3:lowdin_charge:R:1
C 2.06 2.07 -0.30 -0.03
C -1.18 -1.02 -0.56 -0.04
C 1.13 1.07 -0.51 -0.93
C 0.28 0.60 0.45 -0.61
C -1.67 -1.77 0.55 -0.25
Br 1.02 0.28 -2.23 0.74
Br 1.01 0.13 2.11 0.70
H 2.61 2.54 -1.08 0.05
H 2.02 2.62 0.54 0.02
H -1.97 -0.54 -1.30 0.09
H -1.95 -1.01 1.34 0.10
H -0.90 -2.60 0.82 0.11
H -2.46 -2.39 0.16 0.06
```

Summary:
- Lowest unoccupied orbital energy (spin up / spin down): -1.02 / -0.58 eV
- HOMO-LUMO gap (spin up / spin down): 7.56 / 7.24 eV
- Highest occupied orbital energy (spin up / spin down): -8.579 / -7.817 eV
- M: 225.9 g/mol

Stability summary - winner: (one); margin: 0.1317 hartree.

(one)
Below is the ion C4H8NO2 with charge +1, with properties calculated with ωB97M-V/def2-TZVPD.

```
15
Properties=species:S:1:pos:R:3:lowdin_charge:R:1
C -2.22 1.07 -0.57 0.00
O -1.55 -0.21 -0.56 -0.09
C -0.24 -0.21 -0.91 -0.50
O -0.13 -0.62 -2.25 0.05
C 0.86 0.66 -0.46 0.18
C 0.95 -0.55 0.03 -0.09
N 1.61 -1.58 0.78 0.27
H -2.04 1.59 -1.55 0.12
H -1.83 1.67 0.18 0.06
H -3.20 0.67 -0.25 0.12
H -0.64 -1.29 -2.73 0.13
H 1.31 1.63 -0.48 0.13
H 1.43 -2.41 0.15 0.22
H 0.99 -1.53 1.64 0.23
H 2.56 -1.31 0.74 0.16
```

Summary:
- Lowest unoccupied orbital energy: -4.19 eV
- HOMO-LUMO gap: 9.73 eV
- Net charge: +1
- Highest occupied orbital energy: -13.920 eV
- Structure (SMILES): CO[C@@]1(O)C=C1[NH3+]
- M: 102.1 g/mol

(two)
Below is a cluster of 2 separate species, C4H8NO2 in total, with properties calculated with ωB97M-V/def2-TZVPD.

```
15
Properties=species:S:1:pos:R:3:lowdin_charge:R:1
C 2.55 1.85 1.64 0.21
C 1.70 1.03 1.23 -0.11
C 0.67 0.06 1.12 -0.29
C 0.98 -0.84 -0.14 -0.13
N -2.19 -0.69 -1.80 0.26
O -0.74 0.58 0.92 -0.07
O 0.38 -1.07 -1.16 0.06
H 3.12 2.53 2.11 0.01
H 1.05 -0.49 2.17 0.23
H 1.76 -1.57 0.22 0.15
H -2.35 0.30 -1.86 0.14
H -2.25 -1.26 -2.68 0.16
H -2.77 -1.18 -1.11 0.14
H -0.84 1.59 0.88 0.14
H -1.09 -0.83 -1.55 0.10
```

Summary:
- Lowest unoccupied orbital energy: -3.60 eV
- HOMO-LUMO gap: 9.90 eV
- Net charge: +1
- Highest occupied orbital energy: -13.507 eV
- M: 102.1 g/mol

(three)
Below is a cluster of 2 separate species, C4H8NO2 in total, with properties calculated with ωB97M-V/def2-TZVPD.

```
15
Properties=species:S:1:pos:R:3:lowdin_charge:R:1
C 2.37 0.17 -0.41 -0.46
C 1.19 -0.27 0.24 -0.11
C -1.24 -0.89 0.64 -0.06
C -0.78 1.22 -0.52 0.04
N -0.29 -0.20 -0.19 -0.14
O 3.12 1.04 -0.70 0.23
O 2.06 -1.06 -0.52 0.23
H 1.18 -0.49 1.83 0.32
H -1.32 -0.41 1.53 0.06
H -2.25 -1.09 0.23 0.13
H -0.90 -1.96 1.00 0.16
H -0.70 1.44 -1.60 0.12
H -1.87 1.18 -0.32 0.11
H -0.32 2.06 -0.04 0.11
H -0.25 -0.75 -1.16 0.25
```

Summary:
- Lowest unoccupied orbital energy: -4.12 eV
- HOMO-LUMO gap: 11.12 eV
- Net charge: +1
- Highest occupied orbital energy: -15.241 eV
- M: 102.1 g/mol

Stability summary - winner: (two); margin: 0.0327 hartree.

(one)
Below is a cluster of 2 separate species, C2H5NO4 in total, with properties calculated with ωB97M-V/def2-TZVPD.

```
12
Properties=species:S:1:pos:R:3:lowdin_charge:R:1
O -0.61 -0.75 1.48 0.03
C 0.35 0.02 1.52 -0.31
N 1.41 0.16 0.69 0.15
C 1.44 -0.42 -0.66 -0.54
O 2.30 -0.08 -1.40 0.14
O 0.65 -1.49 -0.78 0.14
H 0.21 0.79 2.30 0.14
H 1.90 1.03 0.82 0.15
H 0.18 -1.65 0.07 0.10
O -4.10 2.07 -0.56 -0.05
H -3.96 2.37 -1.45 0.02
H -4.42 1.17 -0.66 0.03
```

Summary:
- Lowest unoccupied orbital energy: 0.48 eV
- HOMO-LUMO gap: 11.48 eV
- Highest occupied orbital energy: -11.006 eV
- Structure (SMILES): O=CNC(=O)O.O
- M: 107.1 g/mol

(two)
Below is a cluster of 2 separate species, C2H5NO4 in total, with properties calculated with ωB97M-V/def2-TZVPD.

```
12
Properties=species:S:1:pos:R:3:lowdin_charge:R:1
O 1.51 -0.73 0.45 0.05
C 0.86 -1.09 -0.51 -0.28
N -0.24 -1.97 -0.70 0.14
C -1.37 -1.98 0.22 -0.50
O -2.46 -1.89 -0.28 0.14
O -0.97 -1.87 1.52 0.10
H 1.24 -0.68 -1.38 0.10
H -0.42 -2.29 -1.63 0.13
H -0.40 -1.07 1.57 0.11
O 0.44 4.36 0.07 -0.06
H 0.62 5.29 0.28 0.05
H 1.19 3.92 0.41 0.01
```

Summary:
- Lowest unoccupied orbital energy: 0.49 eV
- HOMO-LUMO gap: 11.39 eV
- Highest occupied orbital energy: -10.903 eV
- Structure (SMILES): O=CNC(=O)O.O
- M: 107.1 g/mol

(three)
Below is a cluster of 2 separate species, C2H5NO4 in total, with properties calculated with ωB97M-V/def2-TZVPD.

```
12
Properties=species:S:1:pos:R:3:lowdin_charge:R:1
O -1.76 0.07 -0.51 0.05
C -1.10 -0.61 0.24 -0.29
N 0.10 -1.19 -0.10 0.14
C 0.58 -1.45 -1.40 -0.58
O 1.45 -2.24 -1.59 0.13
O -0.02 -0.74 -2.35 0.15
H -1.32 -0.63 1.31 0.14
H 0.71 -1.44 0.66 0.15
H -0.60 -0.05 -1.97 0.10
O 0.45 2.61 1.60 -0.06
H 0.65 2.19 2.44 0.03
H 0.85 3.48 1.68 0.03
```

Summary:
- Lowest unoccupied orbital energy: 0.33 eV
- HOMO-LUMO gap: 11.29 eV
- Highest occupied orbital energy: -10.963 eV
- Structure (SMILES): O=CNC(=O)O.O
- M: 107.1 g/mol

Stability summary - winner: (three); margin: 0.0091 hartree.